Entry from the Open Molecules 2025 dataset: a 10-piece molecular cluster, C13H41N19O9 overall in a non-equilibrium geometry (ωB97M-V with the def2-TZVPD basis set).

Lowest unoccupied orbital energy = 0.2 eV
HOMO level = -8.6910 eV
Total energy = -60895.3019 eV
SMILES string = c1cc[nH]c1.NC(N)=O.NC(N)=O.NC(N)=O.NC(N)=O.NC(N)=O.NC(N)=O.NC(N)=O.NC(N)=O.NC(N)=O
Gap between HOMO and LUMO = 0.32761 hartree
Charge = 0

Each line ends with the Löwdin charge.
CARTESIAN COORDINATES (ANGSTROEM)
C 6.01 -0.98 1.09  -0.09
N 0.21 -2.39 3.49  0.14
H -4.28 -2.87 -3.63  0.09
O 1.48 0.23 3.21  -0.07
H 0.60 -1.45 3.62  0.06
N -3.03 -1.36 -2.04  0.17
H -0.45 -2.60 4.23  0.09
C 3.44 0.84 -2.97  -0.72
N -0.86 1.05 -3.98  0.12
O 0.18 2.81 -5.20  0.05
N -0.97 -0.12 1.36  0.17
H 6.99 -0.71 0.67  0.09
H 2.22 1.53 -4.39  0.09
H -2.48 -1.85 -2.78  0.08
C -0.60 0.53 0.15  -0.64
H 3.11 0.06 -4.84  0.09
H -4.51 -0.85 1.59  0.08
H 3.70 0.49 2.28  0.09
H -2.51 -0.74 -1.45  0.04
H -1.73 4.51 3.88  0.09
H -3.48 3.24 1.37  0.08
H 4.56 -0.96 -0.64  0.07
C 2.05 1.33 2.91  -0.64
C -1.63 4.00 1.93  -0.70
C -0.04 -2.92 -2.59  -0.74
H -1.97 -0.03 1.50  0.06
N -1.01 -3.95 2.25  0.16
H 3.68 2.14 2.10  0.10
N 4.66 0.49 -2.62  0.17
H 4.74 0.54 -1.60  0.09
O 2.72 1.30 -2.13  0.01
O -4.78 2.18 2.33  -0.01
H -1.10 0.62 -4.88  0.09
H -3.24 4.09 3.18  0.09
H 2.87 -1.74 0.97  0.09
N 0.76 0.75 0.08  0.19
N 0.17 -3.88 -1.67  0.16
N -5.46 1.05 0.50  0.19
N 3.33 1.39 2.63  0.20
O -0.46 4.22 1.71  0.02
N 2.97 0.84 -4.25  0.17
H -0.44 2.62 -2.10  0.07
H -5.18 0.26 -0.10  0.08
H 1.17 1.02 -0.80  0.05
O -0.52 -3.15 -3.68  0.02
C 4.41 -1.83 2.43  -0.16
H -1.64 0.99 -3.33  0.06
C 5.72 -1.50 2.42  -0.10
H 1.68 3.41 2.76  0.11
C -4.85 1.14 1.69  -0.69
H 0.54 -1.34 -1.31  0.10
H -0.37 0.19 2.13  0.05
H -2.10 3.04 0.25  0.09
H -0.37 -4.72 -1.80  0.10
N -4.25 -0.03 2.10  0.15
N 0.43 -1.68 -2.29  0.18
C 0.02 -3.04 2.25  -0.59
H 6.38 -1.60 3.28  0.09
O 0.83 -2.86 1.30  -0.05
H 0.12 3.94 -2.89  0.07
N -2.30 4.52 3.05  0.13
H -1.55 -4.06 3.08  0.09
O -4.92 -1.63 -0.80  0.02
H 1.25 0.27 0.86  0.09
N -2.50 3.45 1.09  0.18
N 1.29 2.48 2.90  0.18
C -0.34 2.40 -4.20  -0.62
H 3.82 -2.26 3.24  0.12
C -4.35 -1.83 -1.84  -0.63
N -4.89 -2.47 -2.94  0.16
H -1.12 -4.43 1.38  0.10
N -0.34 3.10 -3.00  0.16
H -4.29 -0.06 3.11  0.12
H 5.47 0.30 -3.21  0.12
H 0.42 -1.06 -3.02  0.03
C 4.83 -1.06 0.39  -0.15
H -5.78 1.92 0.14  0.11
O -1.37 0.96 -0.68  -0.01
H -5.55 -3.16 -2.69  0.10
H 0.31 2.42 3.02  0.07
N 3.83 -1.67 1.17  0.05
H 0.65 -3.82 -0.75  0.09

---

Entry from the Open Molecules 2025 dataset: a 9-piece molecular cluster, C13H44N4O9 overall in a non-equilibrium geometry (ωB97M-V with the def2-TZVPD basis set).

Lowest unoccupied orbital energy = 0.0 eV
HOMO level = -9.1018 eV
Total energy = -38580.0167 eV
SMILES string = NC(N)=O.NC(N)=O.CCO.CCO.CCO.CCO.CO.CO.CO
Gap between HOMO and LUMO = 0.33609 hartree
Charge = 0

Each line ends with the natural charge from an NBO analysis.
CARTESIAN COORDINATES (ANGSTROEM)
C 3.90 -2.36 -1.02  -0.26
H -0.09 -0.53 2.99  0.15
H -1.62 -0.40 -2.03  0.42
N 0.51 -1.80 -3.77  -0.84
H 2.93 -0.30 1.16  0.20
H 3.14 3.87 -1.16  0.21
H 4.29 -1.39 -0.71  0.15
H -0.70 1.37 3.66  0.20
H -3.40 -2.85 -4.03  0.16
H 3.10 0.92 -2.89  0.51
O 2.68 -2.51 -0.30  -0.76
H -1.01 -3.37 2.53  0.22
H 1.23 2.61 3.81  0.45
H 4.22 1.71 -0.64  0.14
H -5.44 0.57 0.11  0.16
O 3.50 1.69 -2.49  -0.75
H -1.72 1.99 2.37  0.20
O 2.27 0.97 2.59  -0.72
H -3.30 0.37 2.48  0.21
H -4.78 -0.52 2.37  0.22
C -0.92 -2.36 2.13  -0.64
H 4.14 0.48 2.05  0.15
O 0.74 3.42 3.93  -0.72
O -2.90 -1.11 -3.18  -0.74
C -0.78 -1.33 3.27  -0.06
H 2.54 3.14 0.34  0.20
H 2.69 0.86 -0.80  0.16
H 3.37 -0.76 2.85  0.16
C -3.92 -1.98 -3.62  -0.25
N -0.18 0.53 0.46  -0.81
H 0.35 2.97 2.02  0.16
H -5.25 1.77 1.27  0.15
H 0.02 -2.35 1.57  0.23
C 3.24 1.75 -1.12  -0.06
H -0.80 1.25 0.79  0.39
H 0.50 -1.65 -2.77  0.44
N -1.43 0.18 -1.24  -0.84
H 2.22 -1.37 -6.17  0.41
H -1.71 2.59 4.17  0.22
H -2.05 0.92 -0.92  0.41
N 1.47 -1.76 -5.62  -0.82
H -1.76 -0.89 3.45  0.15
H 2.71 1.28 3.38  0.47
C -4.67 1.00 0.76  -0.05
H -0.71 4.27 2.65  0.18
C -0.27 -0.05 -0.67  0.78
H -3.42 -0.71 1.18  0.22
H 3.61 -2.24 -2.06  0.19
O -3.70 1.57 0.02  -0.73
H -0.17 -2.38 -4.24  0.37
O -0.15 -2.00 4.32  -0.71
C 2.62 3.01 -0.74  -0.62
H 1.58 2.99 -1.05  0.19
H 0.80 -2.42 -6.01  0.38
C -4.03 -0.02 1.77  -0.64
H 0.57 0.29 1.09  0.41
H -4.05 1.79 -0.85  0.48
O 0.54 -0.86 -1.02  -0.74
H -1.80 -2.26 1.50  0.20
C 1.57 -1.44 -4.40  0.75
C -1.18 2.26 3.28  -0.64
O 2.54 -0.83 -3.98  -0.72
H -4.60 -1.59 -4.38  0.17
C 3.15 0.06 2.17  -0.26
H 4.65 -3.14 -0.86  0.18
C -0.22 3.32 2.88  -0.07
H -2.49 -0.67 -3.92  0.48
H 2.09 -1.86 -0.69  0.50
H -4.55 -2.42 -2.84  0.19
H 0.27 -1.30 4.83  0.46

---

Entry from the Open Molecules 2025 dataset: a 9-piece molecular cluster, C13H44O9S4 overall in a non-equilibrium geometry (ωB97M-V with the def2-TZVPD basis set).

Lowest unoccupied orbital energy = 0.3 eV
HOMO level = -8.5832 eV
Total energy = -75957.5294 eV
Gap between HOMO and LUMO = 0.32462 hartree
Charge = 0

Each line ends with the natural charge from an NBO analysis.
CARTESIAN COORDINATES (ANGSTROEM)
H 14.29 14.38 12.66  0.24
H 9.20 14.93 12.53  0.17
O 8.20 6.53 7.91  -1.01
H 10.01 4.66 11.68  0.18
H 10.27 15.24 11.08  0.17
S 14.15 12.52 11.25  1.27
H 14.24 8.59 14.10  0.15
H 8.59 5.77 11.76  0.17
H 11.40 12.75 9.55  0.26
C 5.36 12.34 14.96  -0.88
H 15.25 10.72 12.23  0.25
C 9.98 8.45 7.84  -0.86
H 8.24 12.63 7.10  0.24
O 9.50 13.37 11.20  -0.75
O 9.98 6.70 15.26  -0.76
C 14.43 14.21 11.58  -0.86
H 8.52 15.15 10.92  0.17
H 8.76 11.29 8.24  0.23
H 7.89 6.85 15.28  0.18
C 8.87 12.33 7.94  -0.83
O 12.82 12.21 11.84  -1.02
S 9.10 7.24 6.90  1.24
H 7.61 8.02 5.16  0.24
C 15.39 11.80 12.31  -0.83
H 7.91 10.72 14.34  0.24
H 13.82 14.85 10.91  0.25
H 6.44 9.61 14.39  0.24
O 10.64 11.19 6.36  -1.00
H 9.21 8.82 8.56  0.22
C 9.35 14.74 11.44  -0.24
C 10.08 9.61 11.82  -0.26
H 15.26 12.18 13.32  0.23
C 9.67 5.68 11.74  -0.25
H 10.84 8.00 8.39  0.26
H 12.38 11.57 8.59  0.25
O 10.11 6.27 10.50  -0.77
C 11.34 11.91 8.87  -0.86
H 9.57 9.87 12.79  0.16
C 7.00 10.40 13.87  -0.85
H 10.74 7.28 15.00  0.50
C 8.15 8.43 5.97  -0.83
H 16.41 12.01 11.95  0.24
O 12.18 8.35 14.39  -0.79
H 10.08 6.26 12.58  0.19
H 10.90 11.07 9.41  0.24
H 13.72 7.43 15.39  0.18
H 7.33 9.94 12.92  0.25
H 11.86 10.60 12.08  0.52
H 9.73 10.30 11.04  0.17
O 11.55 9.68 11.98  -0.78
S 5.79 11.68 13.42  1.28
H 7.49 8.97 6.64  0.23
H 8.62 7.93 14.16  0.16
H 8.91 9.14 5.61  0.25
H 4.92 11.53 15.57  0.24
H 4.62 13.15 14.83  0.26
H 6.21 12.78 15.56  0.24
H 8.73 12.96 8.82  0.25
S 10.56 12.37 7.36  1.22
H 8.79 12.87 11.55  0.49
O 6.44 12.73 12.61  -1.01
C 13.49 7.78 14.39  -0.24
H 8.81 8.23 16.00  0.17
C 8.78 7.50 15.16  -0.26
H 12.03 8.84 13.52  0.51
H 10.30 9.18 7.18  0.27
H 13.59 6.96 13.67  0.17
H 9.90 8.61 11.50  0.22
H 15.46 14.52 11.30  0.24
H 9.50 6.16 9.78  0.49

---

Entry from the Open Molecules 2025 dataset: a 10-piece molecular cluster, C13H45BrN19O13S2 overall in a non-equilibrium geometry (ωB97M-V with the def2-TZVPD basis set).

Lowest unoccupied orbital energy = 1.9 eV
HOMO level = -6.8642 eV
Total energy = -160861.2103 eV
Gap between HOMO and LUMO = 0.32266 hartree
Charge = -1

Each line ends with the Löwdin charge.
CARTESIAN COORDINATES (ANGSTROEM)
N 1.34 7.91 -7.27  0.16
C 3.47 -2.50 -3.18  -0.70
H -4.27 4.07 3.44  0.07
H 4.14 -4.60 -2.25  0.07
H 4.77 -1.03 -1.92  0.12
C 3.69 -1.51 -1.85  -0.29
H -2.33 3.86 0.19  0.11
N 3.46 3.63 -4.38  0.17
N -4.53 3.91 4.41  0.17
N -5.02 1.68 -1.99  0.17
H -3.24 3.05 7.19  0.11
O -0.83 8.46 -7.55  0.01
N -2.54 2.88 0.29  0.18
H -4.78 2.51 -2.50  0.10
H -6.01 -0.18 -4.38  0.11
H -4.91 1.67 -0.98  0.07
H 2.02 5.08 7.95  0.10
N 0.41 -2.45 2.36  0.20
N 1.98 -5.88 1.51  0.18
H 4.33 4.13 -4.28  0.11
H 4.83 -4.13 -4.02  0.05
H -5.48 4.05 4.69  0.10
C -3.55 3.53 5.25  -0.70
N 1.49 4.69 7.18  0.14
H 1.96 4.17 6.47  0.10
H 0.15 -3.46 -1.74  0.05
N 2.41 -6.51 -0.62  0.15
C 4.56 -3.75 -2.95  -0.18
C -3.66 2.57 0.97  -0.73
H 3.33 -8.36 5.68  0.09
N -3.95 3.34 6.52  0.16
O -4.40 3.42 1.45  -0.01
H 5.52 -3.23 -2.48  0.09
H 3.75 -2.26 -0.92  0.12
O 3.00 1.06 -1.10  -0.46
H 0.44 5.59 -7.08  0.07
S -0.45 -1.01 -1.12  0.66
C 0.21 -3.63 2.98  -0.71
H 0.95 3.42 -6.33  0.10
H 1.08 -5.98 4.44  0.06
H 2.36 -9.71 5.16  0.11
C -0.54 -2.59 -2.15  -0.19
C 1.92 -5.56 0.20  -0.70
H 1.27 2.54 -4.86  0.10
N -5.64 0.64 -3.90  0.14
N 1.12 -0.69 -0.42  -0.35
H -0.41 -2.41 -3.31  0.09
H -1.67 -3.79 2.11  0.11
H -0.07 3.84 5.42  0.10
H -4.90 3.46 6.84  0.10
H 2.80 -7.38 -0.31  0.10
H -5.41 1.45 -4.44  0.09
H 2.36 -6.74 1.86  0.10
C 0.03 7.61 -7.36  -0.73
O 0.54 -8.37 4.17  0.01
O 1.04 -4.14 3.71  -0.03
H -1.23 6.03 -7.30  0.11
O 3.03 4.76 -6.28  -0.01
H 2.59 -6.22 5.26  0.10
H 3.20 2.95 -3.69  0.10
H 1.63 -5.20 2.17  0.06
O -2.39 3.37 4.89  0.00
S 2.31 -0.26 -1.62  0.64
O -5.81 -0.43 -1.93  0.01
H -1.65 -2.99 -2.02  0.09
H -1.92 2.20 -0.11  0.09
H 1.30 -1.98 2.53  0.12
O -0.40 5.54 8.08  0.00
Br 4.00 -1.62 -4.91  0.59
N 1.55 3.23 -5.54  0.16
H -0.26 -2.01 1.75  0.05
H 2.38 -6.31 -1.62  0.10
O -1.06 0.23 -1.88  -0.45
C 1.54 -7.92 4.70  -0.73
H 1.60 8.88 -7.36  0.11
C 0.16 4.91 7.20  -0.72
N -0.26 6.30 -7.24  0.16
O -1.43 -1.24 0.09  -0.48
H -4.74 0.97 1.58  0.12
H -1.51 4.51 6.13  0.07
O 1.75 0.07 -3.03  -0.47
N -3.91 1.25 1.08  0.17
C 2.70 3.93 -5.45  -0.72
N -0.98 -4.19 2.72  0.18
N 1.77 -6.60 4.82  0.16
N -0.51 4.37 6.16  0.15
O 1.45 -4.51 -0.20  0.01
H -1.17 -5.08 3.16  0.11
C -5.51 0.57 -2.57  -0.72
H 2.39 -2.96 -3.20  0.10
H -3.31 0.54 0.69  0.09
N 2.49 -8.71 5.23  0.14
H 2.06 7.22 -7.11  0.09

---

Entry from the Open Molecules 2025 dataset: a 9-piece molecular cluster, C13H46IN17O9Si overall in a non-equilibrium geometry (ωB97M-V with the def2-TZVPD basis set).

Lowest unoccupied orbital energy = 0.3 eV
HOMO level = -9.0363 eV
Total energy = -73973.3565 eV
SMILES string = CC[Si@@](N)(O)CCCI.NC(N)=O.NC(N)=O.NC(N)=O.NC(N)=O.NC(N)=O.NC(N)=O.NC(N)=O.NC(N)=O
Gap between HOMO and LUMO = 0.34155 hartree
Charge = 0

Each line ends with the Löwdin charge.
CARTESIAN COORDINATES (ANGSTROEM)
H -2.68 2.61 1.78  0.03
O -1.18 0.90 -1.20  -0.25
N 2.58 -3.65 -2.05  0.15
H -3.31 -1.71 -0.39  0.07
N 0.02 -1.42 8.17  0.15
H -4.81 0.18 -0.79  0.09
H 1.55 0.31 -2.99  0.11
H -3.89 -6.68 1.40  0.11
N 1.38 -1.92 6.44  0.16
C 0.71 -1.81 3.38  -0.73
C 5.07 4.30 -5.78  -0.70
N -4.35 -6.41 0.55  0.15
N 3.29 2.95 -2.71  0.16
C 2.21 2.17 -2.56  -0.70
H -4.15 5.14 2.68  0.01
H 6.84 -1.68 -3.92  0.11
C -5.92 1.95 1.08  -0.66
H 1.74 -0.09 3.61  0.12
H -2.94 -2.60 1.30  0.07
H 3.24 3.89 -2.34  0.11
H -1.40 -0.59 1.51  0.07
N 4.50 4.13 -6.99  0.15
H -2.46 8.71 3.33  0.11
H -5.29 -5.52 -1.58  0.10
N 2.34 0.94 -3.08  0.17
H 4.11 3.22 -7.20  0.11
H 6.00 5.69 -4.66  0.11
O 4.79 -3.02 -3.60  0.01
C -3.85 -5.33 -0.09  -0.71
C -3.38 -1.63 0.79  -0.19
H -5.14 -6.94 0.22  0.10
I -6.69 3.80 1.97  0.75
H 3.17 0.61 -3.53  0.10
N -2.41 7.78 2.96  0.14
N 1.22 -3.15 -0.31  0.16
H 3.45 -4.01 -2.39  0.07
H 2.25 -2.28 6.09  0.11
O -0.31 -1.43 3.93  0.00
N 5.56 5.53 -5.56  0.15
H -0.69 -1.09 7.55  0.10
N 6.89 -2.62 -4.29  0.16
H 4.44 4.86 -7.68  0.10
H -0.72 1.81 -1.29  0.03
H 4.14 2.65 -3.16  0.07
H 1.67 -3.38 2.41  0.09
C -5.22 2.39 -0.37  -0.37
H -4.02 1.38 -2.05  0.09
H 0.51 -2.81 -0.94  0.10
C -3.49 6.99 3.10  -0.72
O -2.89 -4.70 0.32  0.00
O 1.19 2.55 -2.01  0.01
H -3.07 0.09 2.25  0.08
O -4.51 7.38 3.66  0.01
H 0.05 -3.67 2.95  0.13
C 5.81 -3.40 -4.15  -0.70
N -4.50 -5.01 -1.23  0.15
H 1.89 -3.32 -2.70  0.10
N -2.07 2.62 0.92  -0.10
H -4.51 -1.44 1.11  0.08
H 1.04 -3.12 0.69  0.05
O 2.05 -2.32 8.55  0.01
H 5.15 -5.26 -4.58  0.11
H -1.56 7.48 2.51  0.10
H -4.16 -4.21 -1.74  0.11
H 0.69 -1.59 5.78  0.05
H -2.53 5.43 2.14  0.08
H -6.76 1.16 0.80  0.07
H 6.77 -4.97 -5.12  0.10
H 5.52 6.28 -6.23  0.10
N -3.36 5.76 2.59  0.15
N 5.94 -4.64 -4.66  0.16
C -2.52 -0.32 1.29  -0.31
H 7.74 -2.92 -4.74  0.10
O 5.13 3.40 -4.95  0.01
H -5.14 1.41 1.76  0.05
H -4.77 3.46 -0.37  0.09
C -4.21 1.20 -0.90  -0.27
Si -2.50 1.14 -0.02  0.46
C 1.20 -1.92 7.77  -0.72
N 1.79 -1.03 3.23  0.17
H -6.13 2.42 -1.15  0.11
O 3.25 -4.04 0.07  0.01
H 2.64 -1.33 2.78  0.11
N 0.84 -3.05 2.87  0.17
H -0.16 -1.40 9.17  0.11
H -1.10 2.41 1.31  0.05
C 2.40 -3.64 -0.71  -0.72

---

Entry from the Open Molecules 2025 dataset: a 11-piece molecular cluster, C13H48N12O11 overall in a non-equilibrium geometry (ωB97M-V with the def2-TZVPD basis set).

Lowest unoccupied orbital energy = -0.8 eV
HOMO level = -8.0113 eV
Total energy = -54658.5187 eV
SMILES string = NC(N)=O.NC(N)=O.NC(N)=O.NC(N)=O.NC(N)=O.NC(N)=O.CCO.CCO.CO.CO.CO
Gap between HOMO and LUMO = 0.26602 hartree
Charge = 0

Each line ends with the Löwdin charge.
CARTESIAN COORDINATES (ANGSTROEM)
C -13.14 -17.83 11.33  -0.12
H -9.09 -20.23 14.75  0.05
H -7.96 -22.63 7.94  0.10
H -7.60 -25.83 8.74  0.12
N -11.92 -24.38 12.30  0.14
O -9.21 -19.80 11.51  -0.13
H -14.31 -19.07 12.12  0.11
H -11.38 -22.85 11.11  0.02
C -12.28 -21.25 10.74  -0.19
H -11.50 -22.13 8.54  0.05
H -15.34 -20.67 10.33  0.08
H -17.73 -20.52 11.67  0.08
N -7.07 -20.28 12.29  0.17
H -17.69 -22.25 11.42  0.08
O -11.65 -22.39 10.33  -0.11
N -11.37 -20.31 14.13  0.13
H -14.84 -22.48 9.58  0.02
N -11.52 -21.89 7.56  0.18
H -13.03 -21.31 11.57  0.08
H -11.00 -24.61 11.93  0.02
N -15.13 -19.32 7.29  0.16
H -13.52 -16.90 11.73  0.08
H -13.96 -21.16 5.69  0.15
O -14.18 -18.78 11.20  -0.16
H -10.99 -21.78 13.82  0.04
C -15.70 -18.26 7.77  -0.61
N -8.34 -19.30 13.71  0.11
H -12.38 -18.24 12.01  0.08
C -12.10 -23.39 13.17  -0.57
O -7.65 -22.54 8.86  -0.12
H -11.58 -20.53 11.08  0.05
O -11.97 -20.48 16.39  -0.11
H -6.86 -20.44 11.28  0.15
C -10.98 -18.81 8.39  -0.05
H -9.77 -18.18 6.66  0.14
H -9.65 -22.90 9.23  0.06
H -11.39 -17.86 8.46  0.05
H -10.87 -21.08 7.38  0.07
H -12.64 -17.65 10.35  0.08
C -8.20 -19.75 12.53  -0.61
O -13.36 -22.91 13.61  -0.15
H -15.35 -21.60 11.84  0.11
O -9.76 -24.96 11.02  -0.12
H -6.37 -20.59 12.99  0.15
H -12.26 -21.15 5.25  0.11
H -8.26 -27.67 9.93  0.14
O -13.85 -21.95 8.01  -0.08
H -12.74 -24.66 11.80  0.12
N -8.08 -25.24 9.40  0.19
H -10.72 -20.21 13.38  0.07
N -15.60 -18.08 9.05  0.17
N -10.95 -22.75 13.35  0.13
H -9.06 -18.56 13.96  0.18
C -8.82 -22.32 9.59  -0.19
N -12.93 -21.29 5.96  0.18
H -9.86 -27.38 10.72  0.14
H -9.13 -21.30 9.52  0.05
O -16.53 -17.43 6.95  -0.21
H -7.49 -19.22 14.36  0.19
H -10.96 -19.24 6.23  0.08
H -8.47 -19.62 7.25  0.09
O -15.67 -22.64 10.04  -0.07
C -12.81 -21.66 7.21  -0.60
H -9.95 -22.97 13.10  0.14
O -9.31 -20.06 7.17  -0.10
H -12.38 -20.27 13.96  0.15
H -11.76 -19.50 8.55  0.04
H -13.02 -20.89 10.05  0.05
H -9.40 -20.20 16.51  0.15
H -14.97 -18.51 9.74  0.06
H -16.04 -17.29 9.50  0.13
H -8.62 -22.52 10.62  0.08
C -8.99 -25.72 10.16  -0.58
C -11.02 -20.37 15.38  -0.65
C -10.34 -19.09 7.05  -0.30
H -8.10 -24.19 9.26  0.09
C -17.34 -21.31 10.95  -0.09
N -9.08 -27.03 10.11  0.14
H -10.27 -18.88 9.20  0.08
H -15.21 -19.53 6.29  0.11
C -15.85 -21.51 10.85  -0.36
N -9.76 -20.44 15.55  0.14
H -17.90 -21.10 10.02  0.08
H -14.49 -19.94 7.83  0.09